C65H58CsF9N10OPS3Te | ωB97M-V/def2-TZVPD

Structure (XYZ):
```
149
Properties=species:S:1:pos:R:3:lowdin_spin:R:1
Cs -0.7475 2.0591 2.1285 0.023
C 2.1195 0.8422 4.4522 0.000
C 1.1132 1.2568 5.4676 0.000
C 1.3999 1.1585 6.8310 0.000
C 0.4119 1.4579 7.7456 0.000
C -0.8247 1.8713 7.2813 0.000
C -1.0126 1.9892 5.9051 0.000
N -0.0610 1.6813 5.0293 0.001
C -2.3064 2.4490 5.3676 0.000
C -3.1331 3.2971 6.1145 0.000
C -4.4000 3.5731 5.6321 0.000
C -4.7835 3.0664 4.4044 0.000
C -3.8398 2.3517 3.6554 0.000
N -2.6552 2.0321 4.1631 0.002
C -4.0964 1.9307 2.2715 0.000
C -5.1131 2.5039 1.4994 0.000
C -5.3294 2.0164 0.2238 0.000
C -4.5151 1.0139 -0.2739 0.000
C -3.4679 0.5615 0.5289 0.000
C -2.4568 -0.4050 0.0047 0.000
N -3.2930 0.9969 1.7623 0.000
H 3.1305 0.9075 4.8526 0.000
H 2.0238 1.4389 3.5474 0.000
H 1.9150 -0.2056 4.2017 0.000
H 2.3729 0.8253 7.1580 0.000
H 0.5936 1.3644 8.8071 0.000
H -1.6279 2.0705 7.9754 0.000
H -2.7881 3.7213 7.0463 0.000
H -5.0886 4.1683 6.2200 0.000
H -5.7898 3.2073 4.0421 0.000
H -5.7165 3.3185 1.8711 0.000
H -6.1382 2.4014 -0.3832 0.000
H -4.6827 0.6042 -1.2600 0.000
H -2.9099 -1.1634 -0.6328 0.000
H -1.9572 -0.8913 0.8363 0.000
H -1.7162 0.1468 -0.5800 0.000
S -0.5094 -1.8485 6.1117 0.000
C 0.2947 -3.0897 5.2722 0.000
S 1.2607 -2.5937 3.9422 0.000
C 0.1828 -4.4412 5.6106 0.000
C -0.5681 -4.8789 6.7007 0.000
N -1.1756 -5.2824 7.5972 0.000
C 0.8057 -5.4364 4.8625 0.000
N 1.2886 -6.2854 4.2421 0.000
C 5.2868 0.8520 0.2880 0.000
C 5.0590 2.0704 1.0945 0.000
N 5.9672 2.7326 1.7479 0.000
N 5.2992 3.7411 2.3653 0.000
C 3.9674 3.7237 2.0875 0.000
S 2.8275 4.7799 2.6188 0.000
N 3.8252 2.6361 1.2544 0.000
N 2.6346 2.1169 0.7862 0.003
H 6.3511 0.7416 0.0979 0.000
H 4.7344 0.9112 -0.6481 0.000
H 4.9203 -0.0130 0.8412 0.000
H 5.7570 4.3906 2.9823 0.000
H 1.8636 2.7307 1.0669 0.002
H 2.6159 2.0752 -0.2347 0.000
C -0.6254 5.7498 -0.2913 0.030
C -0.3452 4.4431 0.4746 0.044
O -0.5228 4.4473 1.7084 0.011
N 0.0648 3.4050 -0.1920 0.489
Te -0.6396 3.0588 -2.1727 0.182
C -1.3479 3.0638 -4.4693 0.137
C -2.6399 2.6169 -4.7592 0.017
C -3.4845 2.0610 -3.6488 0.002
C -3.1440 2.6530 -6.0539 0.005
C -2.3969 3.1745 -7.0998 0.001
C -2.9261 3.2230 -8.5081 0.000
C -1.1382 3.6777 -6.8055 0.004
C -0.6243 3.6306 -5.5176 0.013
C 0.7254 4.2210 -5.2453 0.005
C 1.2176 2.1675 -2.7199 0.000
C 1.1995 0.9073 -3.3221 0.001
C -0.0989 0.2545 -3.6720 0.006
C 2.3906 0.2678 -3.6364 -0.001
C 3.6220 0.8480 -3.3788 0.001
C 4.9121 0.1767 -3.7542 0.000
C 3.6297 2.1030 -2.7878 0.000
C 2.4544 2.7695 -2.4629 0.001
C 2.5509 4.1487 -1.8882 0.000
H -0.6799 6.5695 0.4185 0.001
H -1.5740 5.6563 -0.8203 0.007
H 0.1648 5.9286 -1.0150 0.000
H -3.5088 2.7484 -2.8008 0.000
H -3.0596 1.1187 -3.3011 0.000
H -4.5063 1.8799 -3.9790 0.000
H -4.1390 2.2634 -6.2434 0.001
H -3.8757 2.6952 -8.5879 0.000
H -2.2174 2.7685 -9.2018 0.000
H -3.0801 4.2566 -8.8260 0.000
H -0.5380 4.1180 -7.5935 0.000
H 1.0183 4.9072 -6.0398 0.000
H 1.4752 3.4345 -5.1608 0.000
H 0.6934 4.7575 -4.2958 0.004
H -0.6526 0.8888 -4.3617 0.002
H -0.7064 0.1198 -2.7776 0.002
H 0.0547 -0.7099 -4.1449 0.001
H 2.3627 -0.7056 -4.1072 0.000
H 4.7465 -0.8591 -4.0396 0.000
H 5.6165 0.1993 -2.9238 0.000
H 5.3750 0.6937 -4.5967 0.000
H 4.5830 2.5854 -2.6060 0.000
H 3.5907 4.4307 -1.7226 0.000
H 1.9985 4.2146 -0.9519 -0.001
H 2.1061 4.8611 -2.5830 0.001
F 1.1614 -6.8490 -5.7555 0.000
C 0.0354 -6.1261 -5.5289 0.000
F -0.1098 -5.3413 -6.6129 0.000
F -0.9700 -7.0250 -5.5875 0.000
C 0.0667 -5.3635 -4.2473 0.000
C -0.2583 -6.0119 -3.0546 0.000
C -0.2882 -5.3122 -1.8674 0.000
C 0.0155 -3.9494 -1.8416 0.000
C 0.4211 -3.3355 -3.0274 0.000
C 0.4416 -4.0197 -4.2228 0.000
P -0.1022 -2.8638 -0.3566 0.000
C -1.4314 -3.6846 0.5917 0.000
C -2.5716 -4.1266 -0.0801 0.000
C -3.6804 -4.5510 0.6214 0.000
C -3.6736 -4.5123 2.0103 0.000
C -2.5539 -4.0526 2.6948 0.000
C -1.4444 -3.6306 1.9844 0.000
C -4.8824 -4.9991 2.7494 0.000
F -5.1542 -4.3228 3.8708 0.000
F -4.7817 -6.2986 3.1092 0.000
F -6.0106 -4.9367 2.0027 0.000
C 1.4718 -3.4001 0.4256 0.000
C 2.5778 -2.6387 0.0489 0.000
C 3.8335 -2.9431 0.5248 0.000
C 3.9923 -4.0054 1.4089 0.000
C 2.8952 -4.7607 1.8051 0.000
C 1.6386 -4.4605 1.3081 0.000
C 5.3616 -4.3623 1.9003 0.000
F 6.3096 -3.4699 1.5420 0.000
F 5.4716 -4.4952 3.2273 0.000
F 5.7903 -5.5432 1.3832 0.000
H -0.4991 -7.0638 -3.0776 0.000
H -0.5525 -5.8212 -0.9534 0.000
H 0.7178 -2.2999 -2.9873 0.000
H 0.7287 -3.5213 -5.1368 0.000
H -2.5954 -4.1328 -1.1615 0.000
H -4.5613 -4.8931 0.0980 0.000
H -2.5558 -4.0060 3.7728 0.000
H -0.5828 -3.2480 2.5188 0.000
H 2.4442 -1.7947 -0.6155 0.000
H 4.6878 -2.3534 0.2287 0.000
H 3.0002 -5.5603 2.5232 0.000
H 0.7997 -5.0515 1.6429 0.000
```

Results
charge = -2
<S²> = 0.767
HOMO level (alpha / beta) = -1.05 / -1.05 eV
multiplicity = 2
LUMO (alpha / beta) = 2.8516 / 2.3518 eV



C65H95FI3N13O2P | ωB97M-V/def2-TZVPD

Structure (XYZ):
```
180
Properties=species:S:1:pos:R:3:lowdin_charge:R:1
C -0.2252 0.8533 5.0005 -0.100
C 0.0165 2.3810 4.9598 -0.241
C -1.2643 3.1726 4.5988 -0.195
C -1.1904 3.9771 3.2870 -0.198
C -0.3681 3.3215 2.1726 -0.197
C -0.9820 3.6941 0.8033 -0.153
C 0.0829 3.6097 -0.3211 -0.116
N -0.2070 2.6382 -1.4484 -0.049
C -1.5572 3.0982 -1.9873 -0.039
C -2.0204 2.7506 -3.3845 -0.352
C -3.5281 3.0327 -3.4467 0.002
F -1.4572 3.5069 -4.4039 -0.024
C -0.4378 1.2939 -0.8587 -0.307
O -1.0265 0.4605 -1.8076 0.040
C 0.8415 0.6782 -0.3270 -0.196
N 1.6819 0.2979 -1.4536 -0.323
P 3.2800 -0.0224 -0.7153 0.818
C 3.0202 -1.5293 0.3128 -0.231
O 4.3427 -0.5570 -1.8568 -0.324
C 1.7387 1.2573 -2.5891 -0.328
C 1.4917 0.4886 -3.9556 -0.570
I 1.7082 -1.6736 -3.7435 1.123
C 0.1653 0.6850 -4.6821 -0.341
C 0.2723 0.1414 -6.1440 -0.121
C 0.9564 2.6111 -2.4491 -0.153
C 1.9696 3.7480 -2.2293 -0.688
I 3.5937 3.5767 -0.8647 0.983
C 1.8394 4.8867 -2.8672 -0.787
C 0.7224 5.1868 -3.8251 -0.140
I 3.1645 6.5432 -2.6567 0.876
H 0.2481 0.4395 5.8860 0.068
H -1.2817 0.6313 5.1064 0.062
H 0.1578 0.3392 4.1208 0.057
H 0.8758 2.6359 4.3455 0.095
H 0.2832 2.6490 5.9777 0.097
H -2.1372 2.5295 4.6320 0.099
H -1.4147 3.8982 5.3955 0.104
H -2.2124 4.0589 2.9086 0.101
H -0.8644 4.9932 3.4986 0.114
H 0.6530 3.6963 2.2300 0.117
H -0.3330 2.2399 2.2956 0.109
H -1.8577 3.0562 0.6970 0.111
H -1.3529 4.7061 0.9302 0.103
H 0.1295 4.6126 -0.7117 0.131
H 0.9968 3.3409 0.1781 0.043
H -1.7167 4.1606 -1.8325 0.150
H -2.2978 2.6296 -1.3588 0.124
H -1.9387 1.7086 -3.6596 0.119
H -3.9287 2.5871 -4.3468 0.074
H -3.7455 4.0937 -3.3772 0.098
H -3.9972 2.4952 -2.6224 0.094
H -1.1459 1.3189 -0.0311 0.157
H -1.4310 -0.2995 -1.3652 0.148
H 0.5289 -0.2443 0.1666 0.130
H 1.3574 1.2718 0.4457 0.099
H 4.0243 -1.8571 0.5682 0.043
H 2.5198 -1.2520 1.2352 0.032
H 2.5104 -2.3207 -0.2392 0.030
H 4.1426 -0.2623 -2.7588 0.017
H 2.7950 1.5223 -2.6680 0.064
H 2.2744 0.7332 -4.6643 0.074
H -0.1452 1.7197 -4.8110 0.077
H -0.6533 0.1188 -4.2597 0.075
H -0.3263 -0.7529 -6.2668 0.063
H 1.2944 -0.1033 -6.4254 0.055
H -0.0707 0.8876 -6.8540 0.069
H 0.6338 2.8375 -3.4553 0.104
H -0.2540 5.2395 -3.3597 0.077
H 0.7296 4.4303 -4.6048 0.087
H 0.9151 6.1172 -4.3409 0.049
N -3.0961 8.7476 3.0954 0.008
C -2.2976 9.7843 2.6964 -0.130
C -1.3925 9.2967 1.7931 -0.107
C -1.6590 7.9100 1.6373 -0.124
C -2.7171 7.6035 2.4529 -0.154
H -3.8462 8.8175 3.7595 0.148
H -2.4411 10.7761 3.0894 0.111
H -0.6259 9.8692 1.2985 0.092
H -1.1331 7.2181 0.9985 0.071
H -3.2301 6.6731 2.6304 0.098
N 3.0790 -6.3134 -0.7327 0.013
C 3.4541 -5.1190 -1.2821 -0.137
C 2.4681 -4.7305 -2.1504 -0.158
C 1.4583 -5.7291 -2.1226 -0.101
C 1.8632 -6.6880 -1.2349 -0.136
H 3.6134 -6.8352 -0.0613 0.146
H 4.3846 -4.6501 -1.0092 0.110
H 2.4679 -3.8255 -2.7369 -0.077
H 0.5391 -5.7386 -2.6850 0.092
H 1.3906 -7.6029 -0.9189 0.096
N 5.9897 6.0270 1.0498 0.002
C 6.3820 5.7009 2.3167 -0.134
C 7.4206 6.5275 2.6592 -0.119
C 7.6611 7.3897 1.5564 -0.086
C 6.7616 7.0589 0.5795 -0.150
H 5.2500 5.5797 0.5391 0.047
H 5.8925 4.9118 2.8632 0.113
H 7.9536 6.5163 3.5962 0.095
H 8.4074 8.1635 1.4901 0.099
H 6.6031 7.4662 -0.4057 0.110
N -1.3452 -10.1325 1.6098 0.018
C -0.8760 -10.4302 2.8596 -0.145
C 0.2276 -9.6571 3.0922 -0.110
C 0.4278 -8.8532 1.9383 -0.140
C -0.5592 -9.1673 1.0423 -0.140
H -2.1468 -10.5544 1.1771 0.123
H -1.3684 -11.1647 3.4742 0.110
H 0.8223 -9.6617 3.9907 0.093
H 1.2060 -8.1225 1.7868 0.087
H -0.7715 -8.7880 0.0568 0.105
N -2.5953 -9.5513 7.6487 0.004
C -2.1074 -9.3059 6.3946 -0.148
C -3.1465 -9.4296 5.5096 -0.129
C -4.3072 -9.7577 6.2611 -0.108
C -3.9343 -9.8235 7.5765 -0.137
H -2.0534 -9.5348 8.4938 0.146
H -1.0683 -9.0672 6.2397 0.102
H -3.0810 -9.2981 4.4415 0.078
H -5.3005 -9.9256 5.8791 0.091
H -4.5035 -10.0405 8.4642 0.108
N -3.3887 -1.0903 -9.7783 0.009
C -3.8299 -1.9458 -8.8070 -0.132
C -3.8018 -1.2764 -7.6131 -0.127
C -3.3283 0.0374 -7.8776 -0.126
C -3.0844 0.1211 -9.2224 -0.138
H -3.3017 -1.3175 -10.7525 0.147
H -4.1241 -2.9529 -9.0480 0.109
H -4.0898 -1.6822 -6.6571 0.086
H -3.1847 0.8301 -7.1609 0.080
H -2.7221 0.9338 -9.8286 0.107
N -8.4066 1.0572 -4.5030 0.002
C -7.5867 2.0807 -4.8906 -0.146
C -6.6021 1.5511 -5.6830 -0.123
C -6.8406 0.1535 -5.7799 -0.104
C -7.9615 -0.1190 -5.0429 -0.135
H -9.2133 1.1538 -3.9132 0.145
H -7.7739 3.0921 -4.5715 0.104
H -5.8003 2.1033 -6.1461 0.082
H -6.2568 -0.5667 -6.3298 0.072
H -8.4796 -1.0443 -4.8574 0.108
N -1.9241 -5.6805 4.1945 0.018
C -1.0975 -5.8385 3.1169 -0.126
C -0.9727 -4.6214 2.5001 -0.114
C -1.7530 -3.6914 3.2413 -0.128
C -2.3251 -4.3766 4.2811 -0.144
H -2.1960 -6.4146 4.8270 0.134
H -0.6729 -6.8000 2.8823 0.079
H -0.3868 -4.4210 1.6173 0.082
H -1.8799 -2.6408 3.0355 0.076
H -2.9807 -4.0499 5.0704 0.105
N 6.1913 7.2105 5.7301 0.006
C 5.6739 6.3728 6.6802 -0.147
C 5.5082 7.0937 7.8329 -0.115
C 5.9390 8.4206 7.5661 -0.112
C 6.3521 8.4604 6.2608 -0.139
H 6.4187 6.9480 4.7856 0.085
H 5.4701 5.3393 6.4554 0.100
H 5.1211 6.7134 8.7637 0.089
H 5.9445 9.2499 8.2537 0.090
H 6.7457 9.2674 5.6663 0.106
N -5.3719 -11.1855 0.5836 -0.002
C -4.9797 -10.0009 0.0168 -0.150
C -5.9571 -9.6096 -0.8572 -0.110
C -6.9814 -10.5929 -0.8142 -0.108
C -6.5925 -11.5494 0.0842 -0.138
H -4.8476 -11.7080 1.2616 0.139
H -4.0431 -9.5395 0.2828 0.089
H -5.9415 -8.7171 -1.4602 0.090
H -7.8990 -10.5963 -1.3782 0.092
H -7.0764 -12.4542 0.4099 0.107
N 7.8006 4.1359 -1.1616 0.007
C 8.4464 3.2371 -0.3574 -0.137
C 8.7082 2.1179 -1.1021 -0.108
C 8.2047 2.3520 -2.4101 -0.112
C 7.6530 3.6053 -2.4158 -0.155
H 7.4855 5.0459 -0.8731 0.105
H 8.6622 3.4719 0.6715 0.107
H 9.2070 1.2304 -0.7499 0.091
H 8.2448 1.6776 -3.2494 0.090
H 7.1696 4.1641 -3.1999 0.102
```

Results
charge = +1
HOMO level = -9.32 eV
LUMO = -2.5731 eV



Calculated ΔE to the lowest compared entry with this formula, charge and spin, 200.1; 124.0 kJ/mol (same order as the records).